Formula: C5H10O
Source: OMol25
Level of theory: wB97M-V/def2-TZVPD

Geometry (Å):
C  -1.23203  0.38503  -1.68430
C  0.26820  0.29500  -1.50675
C  0.01588  -0.85046  0.92525
C  -0.34738  -0.15857  2.20560
C  1.39905  -0.51081  0.52643
O  0.61243  0.51725  -0.12503
H  -1.60462  1.34886  -1.32073
H  -1.70191  -0.41914  -1.10897
H  -1.49460  0.28766  -2.74499
H  0.79498  1.07398  -2.07095
H  0.63537  -0.68734  -1.82163
H  -1.37675  0.21398  2.19628
H  -0.31310  -0.95761  2.96352
H  0.32812  0.64762  2.53554
H  1.91536  -1.15635  -0.18781
H  2.10101  -0.02908  1.21856

Atomic forces in eV per Å
C -0.04 0.03 0.05
C -0.03 -0.03 -0.20
C 0.16 0.08 0.22
C -0.07 0.04 -0.02
C 0.15 -0.13 -0.02
O -0.12 0.07 -0.02
H 0.06 -0.14 -0.08
H 0.04 0.17 -0.15
H 0.07 0.01 0.20
H -0.06 -0.13 0.04
H -0.04 0.14 0.09
H 0.13 -0.11 0.01
H -0.01 0.08 -0.12
H -0.06 -0.10 -0.07
H -0.08 0.09 0.08
H -0.10 -0.06 -0.03

Summary:
* gap between HOMO and LUMO: 9.093 eV
* ΔE to the lowest compared entry with this formula, charge and spin: 421.4 kJ/mol
* LUMO energy: 1.14 eV

Formula: C5H10O
Source: OMol25
Level of theory: wB97M-V/def2-TZVPD

Geometry (Å):
C  2.11186  0.17057  -0.10450
C  0.99984  0.94203  -0.78456
C  -0.86590  -0.16282  0.92525
C  -1.45578  -1.53455  0.79321
C  -1.37447  0.73178  -0.14269
O  -0.21148  0.16670  -0.79237
H  2.25755  -0.80183  -0.58649
H  1.84712  0.00829  0.94414
H  3.05184  0.72977  -0.16404
H  1.23214  1.14177  -1.83879
H  0.82233  1.89968  -0.28184
H  -0.74914  -2.32227  1.07361
H  -2.25189  -1.55032  1.55545
H  -1.92161  -1.78542  -0.17428
H  -1.29041  1.81289  0.00676
H  -2.26092  0.47934  -0.74156

Atomic forces in eV per Å
C -0.02 -0.06 0.02
C 0.18 0.17 -0.01
C -0.25 -0.10 -0.19
C 0.07 -0.02 -0.01
C -0.10 0.12 0.02
O 0.07 -0.09 -0.01
H -0.02 0.15 0.05
H 0.07 0.02 -0.17
H -0.14 -0.05 0.00
H -0.04 -0.02 0.17
H 0.00 -0.18 -0.04
H -0.11 0.13 -0.01
H 0.09 0.04 -0.05
H 0.08 0.11 0.11
H 0.02 -0.20 -0.04
H 0.10 -0.02 0.15

Summary:
* gap between HOMO and LUMO: 9.144 eV
* ΔE to the lowest compared entry with this formula, charge and spin: 422.3 kJ/mol
* LUMO energy: 1.14 eV

Formula: C5H10O
Source: OMol25
Level of theory: wB97M-V/def2-TZVPD

Geometry (Å):
C  1.45779  -0.41097  1.21756
C  0.34559  0.24811  0.40083
C  -0.10858  -0.69530  -0.73999
C  -1.29385  -0.09330  -1.45334
C  -0.81210  0.66416  1.30990
O  -0.84381  0.40814  -2.59007
H  2.30830  -0.70136  0.59073
H  1.82427  0.27134  1.99351
H  1.08099  -1.31369  1.71514
H  0.75739  1.15156  -0.07151
H  0.74030  -0.88896  -1.41435
H  -0.43273  -1.64542  -0.29209
H  -1.59580  1.18800  0.75613
H  -0.45318  1.31707  2.11375
H  -1.27447  -0.21847  1.76877
H  -1.59595  0.83141  -3.03156

Atomic forces in eV per Å
C 0.03 -0.03 0.00
C 0.05 0.08 0.01
C -0.14 -0.02 0.01
C 0.46 -0.07 -0.14
C -0.07 0.00 0.05
O -0.30 -0.01 0.16
H -0.13 0.05 0.07
H -0.06 -0.10 -0.12
H 0.05 0.13 -0.07
H -0.07 -0.11 0.06
H -0.15 0.05 0.07
H 0.01 0.16 -0.04
H 0.12 -0.06 0.10
H -0.03 -0.11 -0.10
H 0.06 0.11 -0.05
H 0.17 -0.07 0.00

Summary:
* gap between HOMO and LUMO: 9.407 eV
* ΔE to the lowest compared entry with this formula, charge and spin: 241.8 kJ/mol
* LUMO energy: 0.96 eV

Formula: C5H10O
Source: OMol25
Level of theory: wB97M-V/def2-TZVPD

Geometry (Å):
C  -0.52681  -0.28546  1.77416
C  0.57153  0.48714  1.07692
C  1.40166  -0.19701  0.02228
C  0.43863  0.86726  -0.36934
C  -0.51006  -0.74189  -2.24761
O  -0.74813  0.51483  -1.08975
H  -1.35403  0.36378  2.08790
H  -0.92566  -1.08297  1.13515
H  -0.13618  -0.77303  2.67267
H  1.06235  1.23588  1.69652
H  2.46633  0.00419  -0.06228
H  1.09994  -1.19540  -0.28045
H  0.79926  1.82872  -0.71730
H  -0.68023  -0.08386  -3.12102
H  -1.50770  -1.20801  -2.10709
H  -1.45092  0.26584  -0.47076

Atomic forces in eV per Å
C -0.05 -0.03 0.01
C -0.05 0.07 0.11
C 0.09 -0.09 -0.06
C 0.15 0.20 0.04
C -0.39 0.09 -0.17
O 0.07 -0.24 0.08
H 0.12 -0.07 -0.05
H 0.05 0.10 0.08
H -0.05 0.06 -0.13
H -0.07 -0.13 -0.10
H -0.23 0.04 0.01
H 0.03 0.14 0.06
H -0.06 -0.12 0.09
H 0.09 -0.10 0.13
H 0.11 0.07 0.06
H 0.19 0.01 -0.14

Summary:
* gap between HOMO and LUMO: 8.133 eV
* ΔE to the lowest compared entry with this formula, charge and spin: 509.5 kJ/mol
* LUMO energy: 0.67 eV

Formula: C5H10O
Source: OMol25
Level of theory: wB97M-V/def2-TZVPD

Geometry (Å):
C  0.52899  -1.75749  -0.86323
C  0.50587  -0.34834  -0.38097
C  1.08889  0.33411  0.61479
C  0.41673  1.64684  0.26795
C  -0.27318  0.85166  -0.88315
H  0.99918  -1.82442  -1.85184
H  -0.49312  -2.14127  -0.95854
H  1.08104  -2.40535  -0.17570
H  1.80174  0.05786  1.38923
H  -0.26820  2.05128  1.02346
H  1.08175  2.45148  -0.06452
H  -0.03055  1.19292  -1.89584
H  -1.36030  0.75108  -0.79035
O  -1.95647  -0.66408  1.55739
H  -2.30061  0.23530  1.59431
H  -1.00192  -0.54693  1.44855

Atomic forces in eV per Å
C 0.03 -0.02 0.02
C 0.08 -0.02 0.04
C 0.07 -0.11 -0.01
C 0.00 0.18 0.07
C -0.12 0.00 -0.15
H -0.08 0.03 0.12
H 0.13 0.04 0.02
H -0.05 0.09 -0.10
H -0.12 0.02 -0.13
H 0.10 -0.05 -0.10
H -0.10 -0.12 0.05
H -0.01 -0.06 0.15
H 0.14 0.05 -0.05
O -0.01 0.12 0.07
H -0.02 -0.11 0.03
H -0.04 -0.03 -0.04

Summary:
* gap between HOMO and LUMO: 10.351 eV
* ΔE to the lowest compared entry with this formula, charge and spin: 142.9 kJ/mol
* LUMO energy: 0.98 eV
* SMILES: CC1=CCC1.O

Formula: C5H10O
Source: OMol25
Level of theory: wB97M-V/def2-TZVPD

Geometry (Å):
O  0.82989  1.49111  1.60835
C  0.97178  0.58458  0.53947
C  -0.24796  1.06070  -0.66018
C  -1.14317  -0.16903  -0.71203
C  -0.21641  -1.32476  -0.32829
C  0.60176  -0.83703  0.86014
H  0.18304  1.75454  0.89473
H  1.92065  0.70893  0.02085
H  -0.86437  1.99987  -0.53955
H  0.32803  1.21815  -1.57515
H  -1.61646  -0.32855  -1.68829
H  -1.94800  -0.08079  0.03010
H  -0.75581  -2.23991  -0.08900
H  0.46008  -1.54339  -1.16170
H  0.00801  -0.84103  1.77919
H  1.49332  -1.44128  1.02735

Atomic forces in eV per Å
O -0.79 0.39 -1.07
C -0.83 -0.41 -2.22
C 0.99 -0.69 0.27
C 0.05 -0.18 0.03
C -0.10 -0.38 -0.10
C 0.02 -0.14 -0.09
H -0.40 2.46 2.77
H 0.19 -0.16 0.05
H 0.92 -0.66 0.53
H -0.16 -0.16 -0.06
H 0.09 0.08 0.16
H 0.14 -0.01 -0.10
H -0.04 -0.08 -0.10
H -0.09 -0.02 -0.01
H 0.02 0.05 -0.10
H -0.02 -0.09 0.05

Summary:
* gap between HOMO and LUMO: 11.110 eV
* ΔE to the lowest compared entry with this formula, charge and spin: 194.6 kJ/mol
* LUMO energy: 1.07 eV
* SMILES: OC1CCCC1

Formula: C5H10O
Source: OMol25
Level of theory: wB97M-V/def2-TZVPD

Geometry (Å):
C  2.66644  -0.58249  0.69834
C  1.91704  0.51900  0.38932
C  2.14753  1.19796  -0.97841
H  2.39272  -1.10551  1.69088
H  3.42790  -1.00764  0.00694
H  1.12230  0.86367  1.03766
H  1.68762  0.60188  -1.82750
H  3.18609  1.34838  -1.26614
H  1.72738  2.21631  -0.97365
C  -3.39272  -0.78551  -0.36174
C  -2.12862  -0.82470  -0.01530
O  -1.28340  0.28814  0.52304
H  -4.10554  -1.55591  -0.25716
H  -3.79780  0.03689  -0.91258
H  -1.60020  -1.72713  0.17422
H  -1.03124  0.87830  -0.25033

Atomic forces in eV per Å
C -1.87 0.72 1.26
C 2.27 -1.84 -1.29
C -1.05 0.01 -0.13
H 0.87 0.66 -1.80
H -0.63 0.41 0.76
H 0.13 0.01 0.00
H 0.27 0.72 1.02
H 0.22 -0.33 0.36
H -0.12 -0.38 -0.16
C 0.05 1.28 -1.01
C 1.69 1.33 2.31
O -1.22 -0.62 -3.59
H 0.04 -1.51 -0.38
H -0.33 1.14 0.64
H 0.13 -0.70 0.63
H -0.44 -0.90 1.38

Summary:
* gap between HOMO and LUMO: 10.259 eV
* ΔE to the lowest compared entry with this formula, charge and spin: 309.2 kJ/mol
* LUMO energy: 0.87 eV
* SMILES: C=CC.C=CO

Formula: C5H10O
Source: OMol25
Level of theory: wB97M-V/def2-TZVPD

Geometry (Å):
O  -1.79568  0.01324  -0.80401
C  -1.20304  0.17711  0.38945
C  -0.29581  -1.04021  0.64767
C  0.79621  -0.96343  -0.32013
C  1.14416  0.55568  -0.36240
C  0.03670  1.24308  0.33850
H  -1.09348  -0.15825  -1.34778
H  -1.91340  0.41914  1.11369
H  0.21893  -0.95541  1.61313
H  -0.89254  -1.91483  0.62242
H  0.28031  -1.15638  -1.27903
H  1.60903  -1.75392  -0.37635
H  1.38593  0.95493  -1.39101
H  2.04120  0.86810  0.12954
H  0.13200  1.71326  1.30712
H  -0.45051  1.99790  -0.28080

Atomic forces in eV per Å
O -3.76 0.89 -0.07
C 5.04 0.17 1.45
C -0.47 -0.08 2.81
C 0.75 -0.20 -3.24
C 1.76 0.05 -0.90
C -4.55 0.82 -0.96
H 2.22 -0.73 -2.97
H -1.04 0.20 1.30
H -0.69 -0.04 0.42
H -0.31 -1.23 -0.03
H 0.55 -0.15 -0.26
H -0.79 1.22 0.81
H -0.85 -0.61 0.77
H 0.93 -0.55 0.66
H 0.74 -0.29 0.32
H 0.46 0.53 -0.10

Summary:
* gap between HOMO and LUMO: 10.503 eV
* ΔE to the lowest compared entry with this formula, charge and spin: 145.7 kJ/mol
* LUMO energy: 1.00 eV
* SMILES: OC1CCCC1

Formula: C5H10O
Source: OMol25
Level of theory: wB97M-V/def2-TZVPD

Geometry (Å):
C  -1.28449  0.93154  -1.21844
C  -1.86523  0.44885  0.24972
C  -0.96462  -0.77224  0.66425
C  0.33283  -0.91061  0.57923
C  2.61633  -0.24987  0.15617
H  -1.96737  1.65658  -1.59023
H  -0.36693  1.57355  -1.06770
H  -1.05089  0.12655  -2.07221
H  -1.77780  1.52913  1.15713
H  -3.22202  0.04481  0.15536
H  -1.46259  -1.66000  1.20669
H  0.78012  -1.81117  1.12537
H  2.75412  -0.42937  1.29603
H  3.03217  -1.19239  -0.37995
H  3.20461  0.68802  -0.24715
O  1.24178  0.02661  -0.01427

Atomic forces in eV per Å
C 0.59 -0.31 0.66
C -0.92 0.33 -0.33
C -3.31 0.22 1.31
C 3.06 -0.18 0.21
C 1.48 -0.08 0.92
H -0.92 0.36 -0.67
H -0.70 -1.20 0.03
H -0.71 1.48 2.39
H -0.36 -3.63 -2.96
H 4.54 1.43 0.39
H 0.70 1.66 -0.90
H -0.19 1.35 -1.22
H 0.44 0.51 -1.83
H -1.01 1.45 0.60
H -1.18 -1.93 1.05
O -1.50 -1.45 0.36

Summary:
* gap between HOMO and LUMO: 9.775 eV
* ΔE to the lowest compared entry with this formula, charge and spin: 447.6 kJ/mol
* LUMO energy: 0.96 eV

Formula: C5H10O
Source: OMol25
Level of theory: wB97M-V/def2-TZVPD

Geometry (Å):
C  -0.94764  -0.31816  1.11136
C  0.37043  0.02269  0.35825
C  1.29782  -1.18477  0.46844
C  0.01479  0.34206  -1.09439
C  -0.78527  1.58492  -1.23643
O  -1.63658  1.79320  -2.06313
H  -1.83333  0.11499  0.65160
H  -0.94347  -0.00227  2.15563
H  -1.09707  -1.39956  1.07546
H  0.79906  0.92421  0.79456
H  2.33451  -0.94923  0.22118
H  1.38109  -1.41787  1.52743
H  0.92502  -2.03069  -0.10481
H  -0.31327  -0.49425  -1.71386
H  0.95320  0.61004  -1.61481
H  -0.51930  2.40469  -0.53648

Atomic forces in eV per Å
C 0.20 -0.09 -0.06
C -1.39 -0.61 -0.21
C 0.62 0.92 0.67
C 1.54 0.14 -0.48
C -0.59 0.35 -0.32
O 0.03 -0.17 0.02
H -0.01 0.23 -0.08
H 0.15 -0.11 0.00
H -0.05 0.01 0.11
H 0.25 -0.06 0.08
H -0.07 -0.02 -0.59
H -0.26 -0.50 0.13
H 0.06 -0.05 0.07
H -0.65 -0.03 0.39
H 0.07 0.10 0.16
H 0.11 -0.11 0.13

Summary:
* gap between HOMO and LUMO: 10.776 eV
* ΔE to the lowest compared entry with this formula, charge and spin: 57.0 kJ/mol
* LUMO energy: 1.02 eV
* SMILES: CC(C)CC=O

Formula: C5H10O
Source: OMol25
Level of theory: wB97M-V/def2-TZVPD

Geometry (Å):
C  2.01307  -0.32081  0.14232
C  0.90394  0.50566  -0.51358
C  -0.53441  -0.05924  -0.46946
C  -1.01089  -1.00651  0.65157
C  -1.65248  0.89618  -0.41934
O  -1.26369  0.33081  -1.63852
H  2.16158  -1.28131  -0.36459
H  1.79496  -0.52134  1.19536
H  2.96875  0.21790  0.10992
H  1.19722  0.71915  -1.55394
H  0.85127  1.48839  -0.02981
H  -0.14441  -1.45927  1.10695
H  -1.49194  -0.41182  1.45782
H  -1.75371  -1.74028  0.34040
H  -1.34390  1.84788  -0.01758
H  -2.64828  0.55529  -0.11330

Atomic forces in eV per Å
C -0.08 -0.07 0.07
C -0.18 0.07 0.20
C -0.57 0.84 1.51
C 0.51 -0.77 -0.06
C -0.09 0.94 -0.21
O -0.12 -0.62 -0.43
H -0.09 0.13 0.09
H 0.07 -0.01 -0.10
H -0.25 -0.07 -0.05
H -0.42 -0.24 0.25
H 0.20 -0.01 0.02
H 0.11 -0.77 0.07
H 0.42 -0.36 -0.46
H 0.23 -0.18 -0.12
H -0.19 0.97 -0.93
H 0.44 0.15 0.15

Summary:
* gap between HOMO and LUMO: 10.332 eV
* ΔE to the lowest compared entry with this formula, charge and spin: 263.8 kJ/mol
* LUMO energy: 1.02 eV
* SMILES: CC[C@@]1(C)CO1

Formula: C5H10O
Source: OMol25
Level of theory: wB97M-V/def2-TZVPD

Geometry (Å):
C  0.59152  -0.89860  1.79122
C  0.01238  0.34538  1.14279
C  -1.11146  0.16593  0.10707
C  -0.12702  0.82911  -0.86884
C  0.32159  0.02669  -2.07106
O  0.89506  0.89103  0.14346
H  0.09516  -1.12176  2.74167
H  0.49015  -1.77003  1.13503
H  1.65701  -0.74218  1.98506
H  -0.21070  1.10529  1.90497
H  -2.04114  0.70777  0.29527
H  -1.33891  -0.87895  -0.12917
H  -0.43171  1.84093  -1.17184
H  1.10499  0.55748  -2.62224
H  0.72695  -0.93644  -1.74233
H  -0.51830  -0.15685  -2.75083

Atomic forces in eV per Å
C 0.00 -0.02 0.00
C -0.08 -0.11 0.31
C -0.11 -0.06 -0.01
C -0.14 0.04 -0.31
C 0.02 -0.02 -0.02
O 0.13 0.04 -0.01
H 0.02 0.02 -0.14
H 0.06 0.14 0.06
H -0.13 0.02 0.04
H 0.05 -0.09 -0.11
H 0.16 -0.07 -0.02
H 0.05 0.15 0.05
H 0.06 -0.13 0.05
H -0.11 -0.07 0.09
H -0.09 0.11 -0.05
H 0.09 0.06 0.08

Summary:
* gap between HOMO and LUMO: 10.699 eV
* ΔE to the lowest compared entry with this formula, charge and spin: 90.4 kJ/mol
* LUMO energy: 1.17 eV
* SMILES: C[C@@H]1C[C@H](C)O1